[1]
The following is a quantum chemistry calculation of a molecular structure, C33H48OsP2 in a non-equilibrium geometry, from the Open Molecules 2025 dataset.

Each line ends with the Mulliken spin population.
Positions of all 84 atoms, in Å:
Os1 0.4762 -1.5835 0.1539  1.7241
P1 -1.1663 0.7912 -4.2169  0.0647
P2 0.7931 -0.3278 -1.8540  0.0114
C1 -0.4064 -1.3485 3.5129  0.0291
C2 -1.5566 1.1735 -1.1634  0.0312
C3 0.3548 2.1373 2.3931  -0.0553
C4 -0.2102 1.6025 -1.7007  0.2483
C5 -0.5167 -0.5202 4.7519  -0.0056
C6 1.8139 -2.3216 4.2478  0.0052
C7 1.0075 0.1539 1.0874  0.0388
C8 -3.3547 2.5493 -0.5026  0.7582
C9 -1.9722 2.7874 -0.7451  0.0988
C10 2.4629 0.3832 -1.7697  -0.0045
C11 0.4198 0.1400 -3.8097  0.1761
C12 2.3269 0.2556 1.7151  -0.0527
C13 -0.7884 -2.4057 1.4184  0.0137
C14 -1.5163 3.6410 -2.0291  0.1445
C15 0.6919 -2.6160 1.8877  0.1034
C16 1.4752 -3.8399 1.5497  -0.0608
C17 4.9359 0.4693 2.7596  -0.0094
C18 -1.5490 -3.6683 1.1384  0.0305
C19 -2.0211 -0.3560 -5.4016  0.0121
C20 1.5817 2.1758 3.0424  0.0567
C21 3.2916 -0.7295 1.5058  0.0539
C22 -1.0769 2.2382 -5.4786  0.0235
C23 2.6282 1.3215 2.6375  -0.0255
C24 0.7704 -2.1108 -2.3738  0.1767
C25 4.5777 -0.6754 2.0255  0.0309
C26 -3.9657 1.4549 -1.2813  -0.0362
C27 0.7786 -2.0190 3.2303  -0.0324
C28 -2.8012 0.5396 -1.7181  0.0271
C29 -0.2037 2.9714 -2.3994  -0.0197
C30 3.9623 1.3877 3.1269  0.0274
C31 -1.3396 -1.5153 2.4783  0.0189
C32 -2.6804 -0.8944 2.5087  0.0156
C33 0.0405 1.1025 1.4958  -0.0614
H1 2.5965 0.9006 -0.8209  -0.0064
H2 -1.8002 -0.0580 -6.4484  0.0010
H3 -1.3607 -4.4150 1.9311  0.0016
H4 -4.7593 0.9560 -0.7123  0.0131
H5 1.3771 -2.5301 5.2285  0.0023
H6 -0.0090 2.9330 -3.4564  0.0091
H7 2.2976 -3.9208 2.2782  0.0038
H8 -1.1426 2.7078 -0.0632  0.0077
H9 0.1050 0.3866 4.7071  0.0003
H10 -1.2164 -4.0798 0.1910  -0.0072
H11 1.1446 0.8128 -4.2597  -0.0043
H12 -2.6939 0.1074 2.9981  0.0105
H13 -3.1263 -0.3175 -5.2603  -0.0012
H14 -1.4370 4.7278 -1.7871  -0.0131
H15 2.7240 1.0556 -2.5958  -0.0009
H16 -0.4162 2.8683 2.6093  0.0029
H17 2.5036 -1.4912 4.3748  -0.0025
H18 1.7592 2.8636 3.8664  -0.0013
H19 1.7438 -2.5726 -2.1427  0.0081
H20 -1.6411 -1.3745 -5.2052  -0.0005
H21 0.5153 -0.7490 -4.4589  0.0003
H22 -0.2195 -1.0537 5.6652  0.0000
H23 -2.9487 -0.4454 -1.2565  0.0039
H24 -3.0064 -0.7309 1.4723  0.0049
H25 5.9618 0.6105 3.0832  0.0006
H26 2.4405 -3.1780 4.0015  -0.0016
H27 -2.6216 -3.4638 1.0568  -0.0021
H28 0.8238 -4.7182 1.6662  0.0035
H29 -0.0757 2.6938 -5.5353  0.0006
H30 5.3109 -1.4449 1.8205  0.0005
H31 -1.8082 3.0330 -5.2342  -0.0003
H32 4.1966 2.2212 3.7919  0.0006
H33 -2.8727 0.4222 -2.8033  -0.0010
H34 0.3645 1.8442 -0.7737  0.0848
H35 -1.3269 1.8966 -6.5013  0.0000
H36 1.8866 -3.7710 0.5251  -0.0122
H37 -1.5276 -0.1636 4.9283  -0.0008
H38 0.5135 -2.2155 -3.4378  0.0102
H39 3.2256 -0.4067 -1.7468  0.0018
H40 -3.4290 -1.5650 2.9750  0.0032
H41 -0.9795 0.9861 1.1296  0.1071
H42 -4.4079 1.8388 -2.2190  0.0644
H43 3.0038 -1.6470 0.9764  0.0092
H44 -1.2974 0.3708 -0.3532  0.1644
H45 -0.0215 -2.5828 -1.7260  -0.0045
H46 0.6141 3.6048 -2.0032  -0.0001
H47 -2.2654 3.4947 -2.8334  0.0075
H48 -3.9610 3.2151 0.1351  -0.0253

Output
Net charge: +2
Spin multiplicity: 5
E_LUMO (alpha / beta), eV: -7.8890 / -8.0944
HOMO-LUMO gap (alpha / beta), Eh: 0.1584 / 0.1604
Total energy, a.u.: -2058.60624
M, g mol⁻¹: 696.93

[2]
The following is a quantum chemistry calculation of a molecular structure, C33H49BClI2N8O2PRb, from the Open Molecules 2025 dataset.

Each line ends with the Mulliken spin population.
Positions of all 98 atoms, in Å:
I1 -4.4514 -2.0242 0.7912  0.0071
I2 -2.0959 -3.1506 3.2150  0.1392
Rb1 -0.2756 -0.9746 0.8260  0.0008
Cl1 -2.8599 0.4036 5.3616  0.0015
P1 -0.5664 1.9080 -1.0614  0.0001
O1 -0.0661 1.0971 2.7147  0.0000
O2 -2.1844 0.4188 2.4663  -0.0001
N1 0.2575 -5.0414 0.7409  0.0997
N2 1.6362 -2.6590 -0.6973  -0.0033
N3 1.8236 -2.3896 2.3779  -0.0011
N4 2.5571 -6.8135 0.3760  0.0027
N5 1.6872 -3.7305 2.3159  0.0101
N6 -0.6711 -4.2062 0.4572  0.2875
N7 2.2736 -3.7362 -0.1809  0.0041
N8 2.6298 -5.7606 1.2239  0.0009
C1 -1.4049 1.1521 4.6277  -0.0003
C2 3.5801 3.9878 -0.4643  0.0000
C3 -1.2201 0.8581 3.1320  -0.0014
C4 3.5287 -3.0489 -1.8603  -0.0004
C5 1.0656 4.2308 -0.3746  -0.0001
C6 -3.8422 -1.9943 2.8204  -0.0010
C7 -2.0377 2.6660 -0.2175  0.0000
C8 -1.7603 3.2348 -4.8590  0.0000
C9 1.6146 -2.0594 3.6420  0.0050
C10 2.3282 4.4989 -1.1892  0.0000
C11 -1.8006 2.4654 -3.5286  0.0001
C12 1.3792 -4.2369 3.5376  0.0025
C13 -3.2954 1.8009 -0.3976  0.0003
C14 3.2946 2.6967 0.3207  0.0000
C15 -2.3552 4.1554 -0.4521  -0.0001
C16 -4.3624 2.1551 0.6511  0.0000
C17 0.3954 1.9821 -5.0870  0.0000
C18 2.3837 -2.2456 -1.7041  0.0010
C19 -4.3120 3.6425 1.0320  -0.0001
C20 -0.4818 2.6308 -2.7679  0.0001
C21 -1.6277 -6.2626 0.7504  -0.0159
C22 0.6513 1.9542 -3.5720  0.0001
C23 3.4162 -3.9879 -0.8697  0.0006
C24 3.7331 -5.8507 2.0076  0.0006
C25 0.8314 2.7178 -0.1444  0.0000
C26 -0.3520 3.2523 -5.4721  0.0000
C27 2.1406 1.9221 -0.3078  0.0001
C28 -3.8286 4.4734 -0.1506  0.0000
C29 4.3887 -7.0103 1.6779  0.0005
C30 -0.2689 -6.3225 0.9272  0.2497
C31 -1.8723 -4.9330 0.4511  0.2621
C32 3.6048 -7.5709 0.6519  0.0024
C33 1.3252 -3.1923 4.4275  0.0045
B1 1.7681 -4.5216 1.0097  -0.0274
H1 -3.0292 0.7464 -0.3086  -0.0002
H2 5.2945 -7.3950 2.1125  0.0001
H3 -0.5436 0.7886 5.1789  0.0000
H4 -2.6456 2.8135 -2.9361  0.0000
H5 0.5223 2.5655 0.8951  -0.0001
H6 -5.2910 3.9786 1.3784  0.0000
H7 -5.3520 1.9127 0.2529  0.0000
H8 0.2091 4.1169 -5.1044  0.0000
H9 -0.2016 1.1146 -5.3841  0.0000
H10 2.3632 1.7252 -1.3618  0.0000
H11 4.0552 -4.8145 -0.6091  0.0000
H12 -4.6470 -2.3931 3.4232  0.0009
H13 -1.4884 2.2266 4.7749  0.0000
H14 -1.7510 2.5354 0.8336  -0.0001
H15 -3.5551 -0.9710 3.0552  0.0001
H16 1.1618 4.7296 0.5956  0.0000
H17 1.5987 2.4532 -3.3568  0.0000
H18 2.0771 -1.3842 -2.2781  0.0002
H19 0.2094 4.6942 -0.8636  0.0000
H20 -2.1169 4.4592 -1.4762  0.0000
H21 -1.9731 1.3987 -3.7056  0.0000
H22 -2.3271 -7.0759 0.8185  0.0025
H23 1.6621 -1.0200 3.9313  -0.0005
H24 -3.7009 1.9325 -1.4040  0.0000
H25 -2.7781 -4.4104 0.1893  -0.0139
H26 -4.2103 1.5403 1.5391  0.0000
H27 2.2365 4.0085 -2.1623  0.0000
H28 -2.4632 2.7763 -5.5592  0.0000
H29 -4.4497 4.2483 -1.0240  0.0000
H30 0.3890 -7.1466 1.1391  -0.0206
H31 -3.9421 5.5424 0.0419  0.0000
H32 4.1916 2.0769 0.3737  0.0000
H33 4.3753 3.8134 -1.1934  0.0000
H34 3.7574 -8.4907 0.1098  0.0000
H35 3.0209 2.9327 1.3532  0.0000
H36 3.9684 -5.0827 2.7255  -0.0004
H37 2.4211 5.5670 -1.3975  0.0000
H38 -3.6218 3.7893 1.8694  0.0000
H39 -0.2731 3.7041 -2.6929  0.0000
H40 3.9505 4.7575 0.2172  0.0000
H41 1.1162 -3.2371 5.4823  0.0005
H42 -0.4114 3.3632 -6.5563  0.0000
H43 -2.1064 4.2592 -4.7002  0.0000
H44 4.3162 -2.9566 -2.5873  0.0000
H45 -1.7228 4.7599 0.2019  0.0000
H46 0.7696 0.9173 -3.2403  -0.0001
H47 2.0411 0.9449 0.1717  0.0000
H48 1.2500 -5.2976 3.6866  -0.0006
H49 1.3423 1.9014 -5.6241  0.0000

Output
Net charge: 0
Spin multiplicity: 2
E_LUMO (alpha / beta), eV: -0.2352 / -4.0965
HOMO-LUMO gap (alpha / beta), Eh: 0.2851 / 0.1432
Total energy, a.u.: -3321.35414
M, g mol⁻¹: 1006.32